No. 1
20
Properties=species:S:1:pos:R:3:forces:R:3:lowdin_charge:R:1 method="wB97M-V/def2-TZVPD" largest_force_ha_per_bohr=0.027 spin_multiplicity=1 e_homo_ev=-8.2 energy_ha=-324.4044 orbital_gap_ev=9.210 relative_energy_kj_mol=185.1 smiles="C=C(C)NN.CN"
C -0.159429 1.109597 -1.437145 0.313 -0.368 0.050 0.0214
C 0.486956 1.301417 -0.275632 -0.923 0.726 -0.726 -0.4411
C 0.369909 2.631554 0.430300 0.112 -0.074 0.193 -0.0591
N 1.263330 0.341083 0.365465 0.020 0.404 0.648 -0.1138
N 2.124027 -0.465273 -0.403157 0.208 -0.599 -0.355 0.0057
H -0.133972 0.154421 -1.951699 0.020 0.047 0.048 0.0462
H -0.762449 1.889644 -1.890559 0.218 -0.052 0.187 0.0512
H -0.132109 2.508229 1.395368 0.095 0.061 0.000 0.0800
H -0.196581 3.365004 -0.153649 0.069 -0.355 0.068 0.0775
H 1.365675 3.052640 0.607795 -0.089 -0.050 0.084 0.0786
H 1.696547 0.703917 1.222464 0.102 -0.353 -0.855 0.1275
H 1.733628 -1.402149 -0.526846 -0.023 0.392 0.154 0.0587
H 2.222683 -0.090836 -1.351251 -0.044 0.210 0.435 0.0817
C -1.942315 -2.128791 0.776839 -0.048 -0.054 0.306 -0.2029
N -0.780061 -2.225288 -0.089611 0.666 0.322 -0.229 -0.0767
H -1.640363 -2.191086 1.826286 -0.364 0.048 0.200 0.0625
H -2.452803 -1.174994 0.616925 0.057 -0.151 -0.035 0.0687
H -2.644010 -2.938864 0.562248 0.033 0.107 0.023 0.0655
H -0.228457 -3.036166 0.184569 -0.112 0.141 -0.116 0.0578
H -0.190206 -1.404058 0.091289 -0.312 -0.402 -0.079 0.0105



No. 2
12
Properties=species:S:1:pos:R:3:forces:R:3:lowdin_charge:R:1 method="wB97M-V/def2-TZVPD" largest_force_ha_per_bohr=0.005 spin_multiplicity=1 e_homo_ev=-11.1 energy_ha=-305.7574 orbital_gap_ev=11.644 relative_energy_kj_mol=57.3 smiles=O.O.O.O
O -10.985449 8.202011 10.471618 0.111 0.015 0.021 -0.0664
H -11.080548 7.416131 9.920954 -0.071 0.081 -0.048 0.0280
H -10.188025 8.638726 10.144502 -0.040 -0.103 -0.012 -0.0182
O -8.743376 8.946397 8.216552 0.202 -0.073 0.091 -0.0602
H -8.131345 8.202531 8.209711 -0.017 0.052 -0.025 0.0595
H -8.406021 9.554286 8.892415 -0.212 0.006 -0.044 0.0226
O -11.129198 7.512213 7.322184 -0.001 -0.053 0.125 -0.0679
H -10.584053 7.206351 6.591150 -0.046 0.025 0.000 0.0327
H -10.586041 8.183403 7.759552 0.052 0.015 -0.145 -0.0123
O -9.221404 10.663119 10.404830 -0.035 0.067 0.087 -0.0474
H -9.150184 10.641915 11.365584 -0.002 -0.008 -0.053 0.0643
H -10.135144 10.918975 10.227532 0.059 -0.024 0.003 0.0652



No. 3
31
Properties=species:S:1:pos:R:3:forces:R:3:lowdin_charge:R:1 method="wB97M-V/def2-TZVPD" largest_force_ha_per_bohr=0.147 spin_multiplicity=1 e_homo_ev=-8.6 energy_ha=-485.1125 orbital_gap_ev=9.558 relative_energy_kj_mol=518.4 smiles=NC[C@@]12CCC[C@@H]1[C@H]1CC[C@@H]2C1
N -2.219693 1.645147 -0.659170 -1.550 1.242 -0.439 -0.0383
C -0.806759 1.636642 -0.205892 -3.481 1.986 4.161 -0.2773
C -0.289883 0.370013 0.187035 0.224 -2.922 1.517 -0.4000
C -1.368627 -0.327251 1.183688 1.778 1.322 -0.567 -0.1337
C -2.155590 -1.196977 0.233417 -2.648 1.195 -0.631 -0.2046
C -1.056532 -1.775367 -0.662788 -1.747 1.091 -3.223 -0.1193
C -0.006204 -0.590807 -1.030116 -7.365 0.777 1.488 -0.1808
C 1.305970 -0.914823 -0.743572 6.522 -2.226 0.244 -0.3251
C 2.367097 0.158141 -0.872328 2.760 -0.141 1.326 -0.1700
C 2.186688 1.244301 0.262678 -2.011 -0.737 -1.201 -0.0786
C 1.068851 0.358211 1.006561 -0.080 5.575 1.594 -0.2854
C 1.459429 -1.024082 0.867900 1.829 -4.433 -1.248 -0.1006
H -2.532924 2.702019 -0.886412 0.626 -3.554 1.201 0.1331
H -2.880115 1.038194 -0.006119 1.777 2.844 -1.738 0.0962
H -0.199377 2.172003 -0.837125 1.265 1.446 -1.551 0.0885
H -0.868778 2.052083 0.861480 0.702 1.043 -1.352 0.1376
H -1.899299 0.522834 1.728928 0.579 -1.497 -0.298 0.1335
H -0.597765 -0.868539 1.761528 -1.844 0.044 0.806 0.0868
H -3.112803 -1.792866 0.696852 2.847 0.774 -1.154 0.1595
H -2.639402 -0.430882 -0.478273 0.249 -1.710 0.947 0.0869
H -0.573703 -2.527080 -0.190004 1.840 -2.394 1.596 0.0572
H -1.498438 -2.268555 -1.581436 0.440 0.676 0.775 0.1247
H -0.453078 0.011681 -1.876912 1.400 -1.106 0.137 0.1710
H 1.899582 -1.638156 -1.357345 -1.567 -0.784 0.545 0.1518
H 2.442403 0.562627 -1.813683 -0.131 1.166 -2.399 0.0742
H 3.326640 -0.513279 -0.829232 -1.157 1.852 0.471 0.1392
H 3.010921 1.445779 0.931131 0.439 -0.294 -0.044 0.0867
H 1.838913 2.301025 -0.129643 0.391 -2.251 0.731 0.1309
H 0.973806 0.874767 2.025140 -0.394 -1.267 -0.993 0.1660
H 2.575032 -1.501302 1.099792 -2.856 1.835 -0.255 0.1835
H 0.703648 -1.725510 1.313929 1.165 0.449 -0.442 0.1064



No. 4
9
Properties=species:S:1:pos:R:3:forces:R:3:lowdin_charge:R:1 method="wB97M-V/def2-TZVPD" largest_force_ha_per_bohr=0.067 spin_multiplicity=1 e_homo_ev=-9.2 energy_ha=-209.0732 orbital_gap_ev=9.946 relative_energy_kj_mol=391.4
C -1.266169 0.049070 0.523767 1.980 -0.122 -1.417 -0.0013
N 0.013050 0.094717 -0.568710 0.731 1.262 0.632 -0.0724
C 1.267541 -0.283241 -0.189611 0.156 0.047 0.194 -0.3932
O 1.503842 -1.151691 0.617901 -0.073 0.421 -0.066 0.0336
H -0.772549 -0.150454 1.484146 -0.173 -0.488 -0.522 0.0404
H -1.614250 1.100125 0.552718 -0.291 -0.911 -0.605 0.0464
H -1.053031 -0.709111 -0.407107 -2.910 -0.151 1.844 0.1045
H -0.124559 0.718206 -1.350483 0.281 0.220 0.243 0.1159
H 2.046127 0.332379 -0.662623 0.298 -0.277 -0.303 0.1260



no.,LUMO (eV)
1,1.01
2,0.51
3,0.94
4,0.79